328
Properties=species:S:1:pos:R:3:mulliken_charge:R:1 method="wB97M-V/def2-TZVPD" total_charge=+2 spin_multiplicity=1 gap_ev=4.23
C 6.049 0.631 3.367 -1.310
C 5.438 1.963 3.397 1.033
C 6.284 3.038 2.814 0.986
O 7.486 3.139 3.592 -0.568
C 8.263 4.259 3.236 -0.514
N 4.028 2.013 2.706 2.634
H 4.121 1.779 1.702 -0.376
H 3.382 1.263 3.116 -0.609
H 3.545 2.910 2.785 -0.060
H 6.327 0.257 2.388 -0.151
H 5.361 -0.116 3.789 -0.059
H 6.948 0.526 3.950 0.597
H 5.187 2.281 4.402 0.413
H 5.820 4.024 2.798 -0.090
H 6.602 2.794 1.795 -0.597
H 9.261 4.126 3.645 0.286
H 7.797 5.158 3.632 0.250
H 8.344 4.263 2.149 0.080
C -1.586 -11.006 -0.153 -1.478
C -1.051 -10.014 -1.175 0.522
C -0.720 -8.660 -0.705 -0.667
O -0.207 -8.049 -1.897 -0.393
C 0.320 -6.679 -1.701 -0.577
N 0.139 -10.531 -1.927 -0.220
H 0.585 -9.823 -2.497 0.271
H 0.831 -11.013 -1.333 0.375
H -0.038 -11.228 -2.653 0.401
H -2.329 -10.430 0.434 0.361
H -0.961 -11.451 0.619 0.404
H -2.090 -11.816 -0.675 0.412
H -1.793 -9.867 -1.972 0.136
H -0.043 -8.493 0.115 0.532
H -1.676 -8.208 -0.469 0.221
H 0.790 -6.352 -2.614 -0.031
H 0.982 -6.618 -0.833 0.419
H -0.484 -5.981 -1.449 0.308
C 2.665 -5.636 3.819 -1.308
C 1.960 -4.466 4.451 0.685
C 2.325 -4.227 5.931 -0.877
O 1.476 -3.234 6.515 -0.205
C 1.859 -2.926 7.870 -0.874
N 2.172 -3.193 3.673 1.741
H 2.047 -2.289 4.111 -0.303
H 3.130 -3.093 3.285 -0.052
H 1.592 -3.240 2.787 -1.108
H 2.520 -6.568 4.376 0.527
H 3.723 -5.402 3.743 0.268
H 2.351 -5.789 2.779 0.124
H 0.914 -4.662 4.359 0.184
H 3.402 -3.981 5.978 0.313
H 2.198 -5.185 6.477 0.455
H 1.539 -3.728 8.530 0.344
H 1.334 -2.013 8.123 0.221
H 2.907 -2.638 7.968 0.392
C -5.962 -3.325 3.239 -1.417
C -7.209 -2.548 3.308 0.297
C -7.629 -2.161 4.759 -0.562
O -7.674 -3.374 5.523 -0.364
C -7.953 -3.255 6.880 -0.743
N -7.169 -1.325 2.391 0.445
H -6.532 -0.443 2.738 -0.231
H -6.933 -1.744 1.413 0.400
H -8.106 -0.936 2.324 0.563
H -5.836 -3.929 2.346 0.133
H -5.954 -4.068 4.037 0.589
H -5.059 -2.745 3.346 0.314
H -8.033 -3.074 2.848 0.450
H -8.602 -1.671 4.799 0.486
H -6.860 -1.480 5.156 0.164
H -7.269 -2.529 7.331 0.308
H -7.805 -4.191 7.405 0.263
H -8.958 -2.878 7.037 0.292
C -2.300 6.190 -2.943 -1.561
C -1.350 5.046 -2.625 0.753
N -0.693 5.201 -1.271 0.509
C 0.355 6.051 -0.890 -1.055
C 0.537 5.873 0.483 -0.178
N -0.410 4.923 0.855 0.368
C -1.076 4.505 -0.228 -0.646
C -0.526 4.248 2.120 -0.031
H -1.828 7.182 -2.969 0.410
H -3.125 6.268 -2.230 0.341
H -2.747 6.063 -3.931 0.427
H -0.534 5.002 -3.336 -0.063
H -1.784 4.042 -2.624 -0.597
H 0.914 6.615 -1.621 0.796
H 1.290 6.305 1.133 0.278
H -1.865 3.772 -0.368 1.027
H -1.380 3.556 2.062 -0.706
H -0.795 4.976 2.875 0.602
H 0.394 3.743 2.370 0.023
C -8.854 5.397 2.099 -1.141
C -9.173 4.197 1.264 -0.597
N -8.123 3.591 0.517 0.235
C -7.338 4.223 -0.417 -0.773
C -6.333 3.365 -0.880 -0.363
N -6.475 2.213 -0.111 0.735
C -7.529 2.377 0.672 -0.497
C -5.704 1.003 -0.089 0.834
H -8.286 5.148 2.996 0.224
H -9.765 5.900 2.374 0.398
H -8.168 6.058 1.618 0.376
H -9.893 4.439 0.482 0.438
H -9.675 3.357 1.752 0.428
H -7.544 5.199 -0.846 0.449
H -5.632 3.473 -1.685 0.506
H -7.701 1.596 1.404 0.446
H -6.336 0.124 -0.190 0.514
H -5.103 0.934 0.812 -0.382
H -4.979 1.050 -0.899 -1.284
C 3.640 8.379 0.877 -0.687
C 4.912 8.180 -0.003 -0.698
N 5.183 6.845 -0.473 0.375
C 4.948 5.678 0.300 -0.136
C 5.387 4.593 -0.470 0.280
N 5.737 5.071 -1.687 0.528
C 5.626 6.455 -1.714 -0.729
C 6.280 4.410 -2.857 0.168
H 3.585 9.429 1.176 0.489
H 3.654 7.756 1.771 0.125
H 2.733 8.119 0.333 0.122
H 5.832 8.481 0.523 0.262
H 4.897 8.751 -0.917 0.405
H 4.573 5.630 1.323 -0.228
H 5.391 3.553 -0.147 0.090
H 5.916 7.021 -2.600 0.502
H 6.694 3.451 -2.582 -0.428
H 7.095 5.042 -3.165 0.578
H 5.505 4.180 -3.592 -0.397
C 4.670 -0.910 -7.850 -1.272
C 3.956 -1.640 -6.677 -0.651
N 3.494 -0.800 -5.607 0.658
C 3.902 -0.732 -4.284 -1.060
C 3.154 0.249 -3.680 -0.572
N 2.390 0.823 -4.676 1.337
C 2.599 0.177 -5.819 -0.895
C 1.411 1.892 -4.450 -0.339
H 5.593 -0.441 -7.519 0.342
H 4.075 -0.121 -8.275 0.331
H 4.952 -1.564 -8.683 0.435
H 4.657 -2.363 -6.304 0.489
H 3.125 -2.274 -7.022 0.158
H 4.661 -1.367 -3.815 0.620
H 3.286 0.570 -2.653 0.923
H 2.192 0.374 -6.806 0.525
H 0.483 1.646 -4.958 0.268
H 1.885 2.793 -4.820 -0.171
H 1.241 1.957 -3.381 -0.091
C 1.664 -4.923 -5.036 -0.929
C 0.656 -5.806 -5.865 -0.288
C -0.695 -5.039 -5.836 -0.545
N -1.851 -5.536 -6.669 0.294
C -2.163 -6.945 -6.328 -0.962
C -2.698 -7.197 -4.952 -0.172
C -3.962 -6.284 -4.807 -1.141
C -3.546 -4.832 -4.946 0.603
C -3.006 -4.619 -6.356 -0.977
C -1.517 -5.541 -8.073 -1.058
H 1.755 -3.932 -5.491 0.074
H 2.629 -5.395 -4.912 0.524
H 1.366 -4.718 -3.991 -0.135
H 0.664 -6.736 -5.298 0.266
H 1.038 -5.916 -6.857 0.508
H -0.437 -4.121 -6.367 0.412
H -1.154 -4.717 -4.918 -0.031
H -1.235 -7.486 -6.513 0.394
H -2.877 -7.298 -7.068 0.584
H -2.034 -7.180 -4.088 0.005
H -3.094 -8.216 -5.081 0.455
H -4.394 -6.476 -3.828 0.413
H -4.693 -6.608 -5.545 0.408
H -2.919 -4.475 -4.139 -0.014
H -4.454 -4.217 -4.914 0.158
H -2.647 -3.625 -6.571 0.463
H -3.705 -4.880 -7.131 0.394
H -1.136 -4.579 -8.376 0.356
H -2.381 -5.795 -8.680 0.459
H -0.736 -6.265 -8.293 0.443
C 1.749 2.090 -0.120 -0.507
C 0.471 1.277 -0.117 2.537
C 0.404 0.407 1.144 0.376
N -0.885 -0.305 1.419 1.523
C -1.126 -1.134 0.248 0.312
C -2.339 -2.067 0.456 -0.070
C -2.137 -2.938 1.708 -0.245
C -1.787 -2.036 2.911 -1.010
C -0.642 -1.141 2.605 0.577
C -1.981 0.677 1.580 0.917
H 1.742 2.860 0.651 -0.712
H 1.827 2.714 -1.013 -0.053
H 2.677 1.513 -0.090 0.233
H 0.494 0.637 -1.009 -0.613
H -0.441 1.893 -0.222 -0.696
H 0.573 1.094 1.970 -0.080
H 1.234 -0.317 1.066 -0.380
H -0.215 -1.690 0.028 -0.461
H -1.322 -0.458 -0.581 0.058
H -2.282 -2.698 -0.421 0.249
H -3.280 -1.537 0.356 -0.570
H -1.307 -3.627 1.517 -0.098
H -2.959 -3.615 1.960 0.566
H -1.473 -2.643 3.757 0.635
H -2.697 -1.531 3.276 -0.025
H 0.206 -1.763 2.312 -0.255
H -0.398 -0.451 3.394 -0.219
H -2.420 0.935 0.625 -0.159
H -1.605 1.530 2.137 -1.205
H -2.751 0.267 2.235 0.022
C 2.262 -3.957 0.466 -0.569
O 3.149 -3.110 1.184 1.076
O 1.092 -3.945 0.975 -1.123
C 2.245 -3.278 -0.979 -0.167
F 2.444 -1.951 -1.054 0.288
F 3.162 -3.801 -1.865 -0.382
F 1.044 -3.457 -1.591 0.000
C 4.490 -3.204 0.783 0.134
C 5.415 -2.952 2.007 -1.398
H 5.127 -1.989 2.426 0.113
H 5.194 -3.721 2.771 0.236
H 6.482 -2.964 1.772 0.498
H 4.872 -2.511 0.026 -0.216
H 4.777 -4.193 0.468 0.432
H 2.697 -4.969 0.383 0.365
C 1.876 0.175 5.184 0.290
O 0.843 1.188 4.915 0.213
O 2.461 -0.166 4.032 -0.503
C 2.854 0.783 6.201 0.316
F 2.791 2.170 6.136 -0.201
F 2.547 0.438 7.540 -0.341
F 4.129 0.459 6.084 -0.271
C 0.033 1.552 6.012 -0.817
C -1.138 2.383 5.473 -0.684
H -1.965 2.310 6.183 0.459
H -0.946 3.440 5.393 0.362
H -1.411 2.026 4.480 -0.284
H 0.533 2.191 6.752 0.366
H -0.359 0.702 6.592 0.353
H 1.357 -0.777 5.633 0.060
C -5.325 1.405 3.981 0.020
O -6.046 1.391 5.226 -0.508
O -5.947 0.834 3.016 -0.260
C -5.071 2.967 3.659 0.500
F -5.061 3.739 4.792 -0.313
F -3.981 3.270 2.863 -0.068
F -6.151 3.414 2.958 -0.144
C -7.408 1.634 4.952 0.456
C -8.163 1.351 6.235 -1.489
H -7.801 2.015 7.025 0.412
H -9.238 1.442 6.123 0.362
H -7.930 0.314 6.476 0.209
H -7.968 1.074 4.195 -0.094
H -7.567 2.688 4.739 0.294
H -4.361 0.899 4.237 -0.255
C -3.024 1.359 -2.872 1.064
O -1.820 0.781 -3.443 0.062
O -2.829 2.335 -1.977 -0.208
C -3.688 1.971 -4.083 0.649
F -2.823 2.820 -4.712 -0.206
F -4.064 1.028 -5.020 -0.299
F -4.887 2.603 -3.949 -0.261
C -1.996 -0.616 -3.646 -0.044
C -0.718 -1.392 -3.876 -0.002
H -0.254 -1.228 -4.852 0.572
H 0.009 -1.283 -3.083 -0.392
H -0.945 -2.478 -3.883 -0.712
H -2.661 -0.869 -4.477 0.401
H -2.451 -1.077 -2.770 -0.322
H -3.712 0.555 -2.482 -1.256
C 2.791 5.367 3.736 -0.571
O 2.281 6.737 3.349 -0.011
O 3.103 4.647 2.706 -0.488
C 3.960 5.715 4.676 0.647
F 4.827 6.414 3.900 -0.268
F 3.587 6.542 5.771 -0.336
F 4.627 4.675 5.204 -0.199
C 1.536 7.403 4.390 -0.450
C 0.465 8.226 3.712 -1.042
H -0.169 8.696 4.471 0.426
H 0.978 8.955 3.079 0.255
H -0.114 7.518 3.099 0.101
H 2.120 8.113 4.991 0.258
H 1.093 6.672 5.085 0.375
H 1.992 4.829 4.301 -0.005
C -6.617 -2.981 -1.252 -0.673
O -6.090 -4.344 -1.334 -0.581
O -6.624 -2.391 -0.104 -0.926
C -5.731 -2.159 -2.217 0.700
F -4.680 -1.637 -1.519 0.739
F -5.135 -2.758 -3.299 -0.154
F -6.465 -1.149 -2.832 -0.317
C -4.808 -4.408 -0.671 1.590
C -4.670 -5.870 -0.159 -1.598
H -5.652 -6.312 -0.003 0.460
H -4.139 -6.459 -0.914 0.151
H -4.107 -5.999 0.783 0.279
H -4.883 -3.737 0.171 -0.317
H -3.937 -4.078 -1.262 -0.336
H -7.617 -3.103 -1.743 0.224
C 6.625 1.028 -0.443 -0.805
O 7.383 2.214 -0.681 -0.160
O 5.377 1.207 -0.123 0.151
C 6.816 0.293 -1.813 0.622
F 8.113 -0.135 -2.052 -0.344
F 6.055 -0.859 -1.987 -0.240
F 6.557 1.075 -2.936 -0.241
C 8.771 2.175 -0.283 -0.300
C 9.507 3.425 -0.776 -1.441
H 9.003 4.297 -0.356 0.203
H 10.564 3.446 -0.558 0.458
H 9.594 3.563 -1.868 0.337
H 9.217 1.318 -0.766 0.459
H 8.900 2.033 0.811 0.266
H 7.175 0.372 0.297 -0.050
C 4.185 4.525 -6.616 -0.223
O 3.320 4.184 -5.337 -0.148
O 5.465 4.603 -6.301 -0.838
C 3.906 3.277 -7.457 0.964
F 4.223 3.516 -8.735 -0.312
F 4.665 2.224 -7.087 -0.252
F 2.642 2.813 -7.507 -0.320
C 3.373 5.303 -4.598 -1.518
C 2.735 5.142 -3.208 1.069
H 2.879 6.123 -2.720 0.311
H 1.655 5.005 -3.286 -0.351
H 3.135 4.379 -2.545 -0.486
H 2.872 6.164 -5.041 0.317
H 4.377 5.610 -4.343 0.559
H 3.786 5.512 -6.969 0.244